Computed, not measured: a molecular structure, C14H25HfNO3P2S2, with wB97M-V/def2-TZVPD.

XYZ file:
```
48
C14H25HfNO3P2S2 | OMol25 | wB97M-V/def2-TZVPD
Hf -1.383 -0.054 -1.235
H -4.154 -0.245 1.144
N 1.420 -1.696 1.947
C -4.016 -2.257 -1.220
C 3.314 -0.442 3.144
C 2.613 0.320 2.218
H 0.269 -0.289 -1.034
H -1.548 0.394 -4.727
H -4.224 -1.932 1.767
H 1.231 -0.173 -3.885
H -4.627 -1.392 -1.513
P -2.672 -1.697 -0.111
C -0.126 3.107 -2.404
H -1.125 -3.048 1.187
C 3.847 2.271 2.853
H -1.372 -3.715 -0.451
H -1.091 3.523 -2.074
H -2.629 -3.961 0.813
C 1.282 0.865 -3.520
O 3.395 -3.199 2.419
P -0.349 1.349 -2.850
C -1.410 1.414 -4.339
O 1.868 -2.608 4.247
H -3.573 -2.686 -2.132
C -1.880 -3.258 0.413
C -1.421 1.283 0.224
O -1.539 2.135 1.065
H 2.306 2.280 1.357
C 4.293 0.141 3.943
H -0.952 2.052 -5.109
H 2.039 0.913 -2.722
H -2.398 1.811 -4.062
H 1.579 1.533 -4.345
C 1.556 -0.468 1.567
H -0.230 -0.961 -0.437
C 4.555 1.505 3.790
H -2.708 0.413 -1.826
C -3.560 -1.139 1.387
H 0.250 3.685 -3.263
H 5.310 1.988 4.410
H -4.642 -3.007 -0.715
H 4.044 3.339 2.740
C 2.868 1.674 2.070
H 4.816 -0.465 4.675
S 2.663 -2.170 3.123
H -2.832 -0.862 2.164
S 0.360 0.543 0.870
H 0.583 3.187 -1.566
```

Properties
LUMO level (eV): -10.1
HOMO (eV): -15.165
Multiplicity: 1
E_tot (hartree): -2355.0179
Maximum force (eV Å⁻¹): 11.8
Net charge: +2
Energy relative to the best compared isomer or geometry (same formula, charge and spin) (kcal per mole): 245.5

Computed, not measured: 2 unconnected molecules or ions with the total composition C17H25BN, with wB97M-V/def2-TZVPD.

XYZ file:
```
44
C17H25BN | OMol25 | wB97M-V/def2-TZVPD
C 2.303 -1.687 1.533
H 3.322 -1.737 1.929
C 2.025 0.263 2.984
H -4.765 2.390 -1.369
H 1.944 -2.703 1.331
H 2.285 -1.101 0.607
C 2.456 -0.278 -2.736
H -0.179 2.781 -0.586
H 0.863 -1.514 4.593
C -3.916 1.713 -1.466
C -5.532 -0.179 -1.727
H 4.234 1.133 -0.187
B -0.049 -0.800 1.966
C -2.623 2.195 -1.322
H 4.473 -0.554 -2.010
H -0.911 -0.741 -1.871
H 1.437 0.679 3.811
H 2.024 0.967 2.143
H -6.018 -0.048 -0.748
C -4.139 0.351 -1.705
H -0.528 -1.866 1.611
H 2.087 2.367 0.095
C 1.029 1.227 -1.425
H 2.503 -2.022 4.097
C 3.393 0.908 -0.843
N 1.430 -1.047 2.567
H -0.032 -0.006 1.003
C -1.745 -0.051 -1.748
H 2.571 -0.977 -3.569
H 1.085 -2.946 3.526
C 3.531 -0.030 -1.873
H -0.768 -0.341 2.842
H -3.246 -1.552 -2.149
H 0.397 0.184 -3.237
C -3.048 -0.510 -1.902
H -5.531 -1.242 -1.970
C -0.213 1.806 -1.086
C -1.498 1.316 -1.408
C 1.457 -1.946 3.779
H 3.050 0.080 3.323
C 2.185 1.564 -0.647
H -6.137 0.363 -2.466
C 1.228 0.335 -2.534
H -2.434 3.256 -1.158
```

Properties
LUMO level (eV): -5.5
HOMO (eV): -12.286
Multiplicity: 1
E_tot (hartree): -742.1010
Maximum force (eV Å⁻¹): 1.8
Net charge: +1
Energy relative to the best compared isomer or geometry (same formula, charge and spin) (kcal per mole): 0.0

Computed, not measured: a molecular structure, Cl2O4P, with wB97M-V/def2-TZVPD.

XYZ file:
```
7
Cl2O4P | OMol25 | wB97M-V/def2-TZVPD
Cl -2.819 0.322 -0.165
O 1.427 0.229 0.786
P 0.338 -0.587 -0.124
O -1.570 1.306 0.266
O -0.108 -1.738 0.646
O 0.556 -0.471 -1.559
Cl 2.019 1.631 0.090
```

Properties
LUMO level (eV): 2.9
HOMO (eV): -4.162
Multiplicity: 1
E_tot (hartree): -1562.7048
Maximum force (eV Å⁻¹): 2.2
Net charge: -1
Energy relative to the best compared isomer or geometry (same formula, charge and spin) (kcal per mole): 38.7

Computed, not measured: a molecular structure, C43H43BF3N8O3SSbTi, with wB97M-V/def2-TZVPD.

XYZ file:
```
104
C43H43BF3N8O3SSbTi | OMol25 | wB97M-V/def2-TZVPD
H 6.348 -1.154 3.002
H -0.440 0.609 -4.658
C 4.237 0.086 -3.282
C 4.958 1.332 1.184
C 1.524 -2.093 -4.983
Sb -1.670 -0.243 -1.767
H 2.152 3.419 -3.341
C 0.024 -0.335 -4.407
C 1.188 -2.801 -3.845
C -5.302 -2.710 -1.714
C 0.642 -2.479 2.433
C -4.799 -2.319 -4.051
N -0.143 3.869 1.145
H -0.484 4.458 -0.818
H 1.363 4.430 4.560
N -0.704 -4.147 3.161
C 3.139 0.275 -2.474
C 5.589 -0.574 2.493
H -3.462 -0.668 2.468
C -1.198 -5.023 4.127
C -1.737 3.760 -3.635
B 1.490 0.064 -1.022
C 4.278 -1.023 2.494
C 3.644 0.900 1.186
H -4.340 1.227 -2.329
H 6.965 0.935 1.836
C -0.717 -5.003 5.436
C -3.601 1.935 -2.684
H -1.825 3.550 -0.102
H 4.136 3.118 -4.818
N 1.960 -0.721 1.800
C 0.039 5.323 3.107
H 4.801 -0.837 -3.260
C 2.405 1.453 -2.498
F -3.490 5.245 -4.102
C 0.415 2.869 1.840
C -4.033 3.162 -3.166
H 4.007 -1.941 2.995
C 3.296 -0.286 1.836
H 2.159 4.896 3.059
H 1.359 2.124 4.810
O 0.326 1.679 1.395
C 0.953 -0.872 -5.288
H -2.634 -7.479 6.731
H -5.058 -2.480 -5.089
C -0.316 -1.004 -3.234
C -1.242 -5.888 6.362
H -1.050 -4.225 2.206
N 1.595 -1.621 2.765
N 0.211 -3.254 3.444
C 3.839 2.322 -4.149
H 0.616 5.817 1.084
C 2.729 2.503 -3.327
N -2.783 -0.427 1.752
N -1.495 -0.225 2.337
C -2.193 -5.927 3.757
C -3.087 4.054 -3.635
H -1.124 5.682 1.329
F 2.437 -2.607 -5.821
C -3.694 -1.572 -3.680
H -0.263 2.311 -3.112
O 1.355 1.330 -1.615
C -0.737 3.623 -0.165
H 2.880 1.483 0.681
C 1.688 2.055 3.772
H 5.428 1.040 -4.783
H 1.427 1.080 3.379
C -4.190 -1.957 -1.365
C 1.239 4.478 3.479
O 2.587 -0.583 -1.553
H -3.473 -7.509 4.403
C -5.583 -2.875 -3.056
Ti 0.381 -0.235 0.921
S -0.073 -2.550 0.809
H 5.219 2.246 0.665
H -5.944 -3.165 -0.973
N 1.051 3.113 2.996
H -2.556 -5.941 2.735
H 1.653 -3.757 -3.647
H -0.847 4.945 3.623
C -2.704 -6.806 4.694
H -5.081 3.427 -3.188
H 2.774 2.156 3.737
H 0.060 -4.302 5.706
C 0.267 -2.243 -2.973
C -3.378 -1.381 -2.337
F -6.652 -3.601 -3.409
H -1.031 4.485 -4.020
C 4.573 1.141 -4.128
H -0.333 2.716 -0.597
C 5.937 0.598 1.839
C -1.322 2.532 -3.141
C -2.233 -6.790 6.000
H 1.236 -0.358 -6.197
H -1.492 0.689 2.776
H -0.868 -5.876 7.377
C -0.161 5.254 1.609
C -2.247 1.603 -2.669
H -1.284 -0.918 3.056
H -3.966 -1.819 -0.314
H -3.067 -1.139 -4.452
H -2.686 -1.230 1.139
H 0.189 6.356 3.415
H 0.019 -2.787 -2.067
```

Properties
LUMO level (alpha / beta) (eV): -2.9 / -3.3
HOMO (alpha / beta) (eV): -9.393 / -10.063
Multiplicity: 2
E_tot (hartree): -4140.3728
Maximum force (eV Å⁻¹): 0.6
Net charge: +1
Energy relative to the best compared isomer or geometry (same formula, charge and spin) (kcal per mole): 0.0

Computed, not measured: 5 unconnected molecules or ions with the total composition C35H61FIN4O9, with wB97M-V/def2-TZVPD.

XYZ file:
```
111
C35H61FIN4O9 | OMol25 | wB97M-V/def2-TZVPD
C 0.291 0.367 7.562
C 2.549 5.219 -4.160
H -0.120 -9.288 5.639
C 5.003 3.292 1.040
C -1.179 0.673 7.768
C 3.205 7.682 -5.561
C -2.006 -1.239 -3.653
N 2.182 1.672 -1.024
H -3.346 -3.329 2.202
H 5.521 2.290 1.120
C -0.392 0.510 -1.205
F -0.229 -2.367 -2.279
H -1.132 -5.871 5.925
H -3.472 6.588 -5.280
C 1.972 0.560 -1.683
H -2.364 -6.745 1.884
N 0.735 -0.027 -1.966
H -1.382 -3.255 0.690
C -1.399 2.903 -0.766
H 1.298 -7.415 4.891
C -3.678 -5.982 0.315
H 0.831 -5.794 4.413
H -2.636 -2.748 -2.061
C 0.473 -0.288 -3.395
C -3.324 5.996 -4.346
H -0.448 2.250 -2.623
H 5.552 3.852 0.237
H -0.935 -10.503 4.690
C 1.828 7.408 -5.018
H -0.935 0.984 4.444
N -2.752 3.470 -0.685
H -3.123 -0.959 -1.780
C -0.475 -1.587 -3.451
O 0.931 8.191 -5.175
H 4.260 4.643 -2.977
H -5.307 5.009 -4.486
O 0.477 -0.622 6.539
H 0.726 1.268 3.873
C -2.877 -4.258 1.875
C 0.786 -6.514 5.233
C -0.453 -9.527 4.632
C -1.440 -8.544 4.063
H -2.056 1.530 -2.340
C -1.433 -3.983 1.504
H -2.334 -1.714 -4.621
H 3.663 -0.461 -1.354
H 5.097 3.770 2.046
H -0.883 -3.591 2.362
H 1.643 -1.415 -4.991
C 3.518 2.264 -0.722
C 0.531 -0.348 5.226
O 1.621 6.300 -4.272
H -0.967 5.384 -1.748
C -1.925 5.275 -2.316
C -2.120 6.088 -3.529
H -3.456 2.730 -0.809
C 0.114 1.015 4.741
C 3.590 5.498 -3.094
H 3.099 8.182 -6.524
N 3.147 -0.129 -2.175
H 3.796 6.788 -5.743
H -0.930 -4.885 1.154
H 3.106 5.703 -2.136
H 2.230 0.240 -4.597
H 0.059 0.571 -3.981
H 3.736 8.340 -4.873
H 2.993 4.982 -5.129
O -2.213 -8.870 3.199
H -1.835 -7.040 0.210
H -3.184 -7.947 0.929
H -2.121 -0.135 -3.795
O -3.628 -4.701 0.738
H -2.970 -4.961 2.704
O -1.402 -7.260 4.472
C -1.091 1.789 -1.813
H 2.929 4.042 0.566
H 4.191 6.375 -3.339
H 0.699 -0.065 8.477
C -2.967 -1.786 -2.526
C -4.369 5.061 -3.882
H -1.185 -0.274 -1.067
C -4.177 4.248 -2.678
C 1.819 -0.709 -4.146
H 2.312 -2.138 -2.465
C 2.765 -1.279 -3.025
H 0.881 1.262 7.353
C -0.654 -6.798 5.606
H -0.062 0.787 -0.161
H 3.691 -1.641 -3.555
H -1.313 1.383 8.585
H 0.409 -9.593 3.967
H -5.018 3.555 -2.411
H -1.333 6.815 -3.847
O -0.560 3.368 -0.028
H 1.332 -6.109 6.087
C -2.697 -6.974 0.876
H 1.378 2.213 -0.683
O -4.455 -6.293 -0.551
H -0.184 -2.264 -4.303
H -3.989 -1.992 -2.958
H 1.961 4.346 -3.868
C 3.473 3.071 0.650
H 3.715 2.991 -1.560
I 2.668 1.811 2.259
C -2.940 4.318 -1.867
H -1.632 1.093 6.868
O 0.844 -1.212 4.445
H -0.743 -7.494 6.442
H 4.321 1.503 -0.595
H 0.264 1.810 5.467
H -1.728 -0.241 8.001
```

Properties
LUMO level (eV): -2.6
HOMO (eV): -10.650
Multiplicity: 1
E_tot (hartree): -2663.6866
Maximum force (eV Å⁻¹): 3.3
Net charge: +1
Energy relative to the best compared isomer or geometry (same formula, charge and spin) (kcal per mole): 0.0

Computed, not measured: C19H26N4OS2 in the gas phase, with wB97M-V/def2-TZVPD.

XYZ file:
```
52
C19H26N4OS2 | OMol25 | wB97M-V/def2-TZVPD
H -1.403 2.004 2.657
H 4.235 1.031 -2.013
C 3.032 2.081 -0.515
S 0.745 2.323 1.545
C -0.742 -1.925 0.786
C 3.808 0.850 -1.023
H -3.175 0.437 2.335
C -5.392 0.107 -0.192
H 1.236 -3.973 0.496
C -4.624 0.613 -1.227
C -1.433 1.450 0.529
H -5.464 -0.341 1.900
H 4.609 0.600 -0.327
H 1.440 -2.313 -1.048
C -0.917 1.887 1.711
C -2.801 1.001 0.299
H 0.534 1.493 -2.654
H 0.744 -1.542 2.274
C -4.868 0.053 1.090
H -0.420 -1.035 0.230
H -6.396 -0.243 -0.381
C -1.796 -1.764 -2.134
S 3.499 -0.782 1.395
N -0.541 1.440 -0.512
C 0.626 1.858 -0.154
H 1.020 -0.667 -1.937
H 3.503 3.005 -0.867
C -2.176 -2.660 -0.955
O -1.092 -2.964 -0.105
C 2.724 -1.084 -0.041
C 1.926 -0.113 -2.181
H -5.031 0.663 -2.227
H 0.009 -3.150 2.394
H 2.323 -0.485 -3.134
N 2.911 -0.279 -1.128
H -2.524 -3.629 -1.325
C 0.384 -2.398 1.701
H -1.618 -1.636 1.387
H -2.986 -2.189 -0.381
N 1.964 -2.184 -0.196
H -2.735 1.460 -1.784
C -3.583 0.495 1.337
H 2.400 -3.155 1.574
H 2.234 1.906 -2.982
N 1.668 2.014 -1.004
C 1.559 1.384 -2.300
H 3.024 2.083 0.576
H -2.666 -1.619 -2.768
H -1.462 -0.790 -1.787
C 1.545 -3.012 0.909
H -1.008 -2.232 -2.722
C -3.339 1.058 -0.985
```

Properties
LUMO level (eV): 0.7
HOMO (eV): -7.762
SMILES: CCOCCCNC(=S)N1CCN(c2nc(-c3ccccc3)cs2)CC1
Multiplicity: 1
E_tot (hartree): -1830.2638
Maximum force (eV Å⁻¹): 1.0
Net charge: 0
Energy relative to the best compared isomer or geometry (same formula, charge and spin) (kcal per mole): 0.0

Computed, not measured: a molecular structure, C32H32BrN5O6P2SY, with wB97M-V/def2-TZVPD.

XYZ file:
```
80
C32H32BrN5O6P2SY | OMol25 | wB97M-V/def2-TZVPD
H -2.354 -4.410 3.759
P 2.139 2.982 0.655
H 4.207 2.943 1.949
H -0.768 4.604 -1.629
H 3.432 5.393 1.779
Y 0.017 -2.280 -0.553
H -0.032 3.011 -1.771
H -2.435 -5.340 2.283
C 0.406 6.704 2.469
N 2.422 -1.715 -0.955
C -0.099 -0.209 2.094
C 3.025 -3.400 0.516
O 0.411 -0.088 -1.194
C -0.532 -2.478 2.568
H -0.338 -3.180 4.600
O 1.789 -3.350 0.864
H -6.850 -0.452 -2.741
H 2.377 7.222 3.079
O -1.453 -2.158 -2.323
H 4.432 3.268 -0.305
C 0.315 -0.021 3.394
H 3.206 3.093 -1.589
C 3.749 -0.704 -2.620
C -1.139 -3.732 2.078
H -4.973 -0.471 -1.218
S 0.574 -4.746 -1.815
C 3.409 -2.531 -0.621
N -1.156 -5.207 0.337
O 1.296 1.046 -2.911
C -1.748 -4.807 2.935
H -0.034 7.584 2.917
C 0.134 4.739 1.094
C 3.193 2.504 2.110
H -1.490 -7.377 -0.698
H 3.328 4.588 -0.648
H 3.823 -0.034 -3.495
C -2.586 3.905 0.940
H 5.604 -1.616 -3.045
O 3.978 -4.085 0.919
H -0.971 -5.491 3.365
C -0.239 -2.312 3.920
C -2.386 -1.472 -1.733
C 0.321 -1.123 4.320
H -3.307 3.098 0.739
C -0.566 -5.550 -0.813
H 3.320 1.433 2.229
C -5.880 -0.784 -3.127
H -2.800 4.805 0.398
C 2.376 5.455 1.862
H 2.816 2.955 3.052
H -1.792 3.124 -1.868
H 5.402 -3.320 -1.060
N -0.359 -1.480 1.685
C -3.565 -1.221 -2.633
H -2.335 -1.940 -4.344
C 2.598 -0.743 -1.861
N -0.900 -3.999 0.823
C 3.401 3.533 -0.619
H -1.468 6.130 1.527
P -0.903 3.330 0.449
C -3.363 -1.662 -3.977
C 1.747 6.491 2.563
C 4.720 -1.680 -2.425
H -2.761 4.120 2.024
C -4.446 -1.764 -4.816
C -0.429 5.857 1.740
H 0.653 -0.955 5.343
Br -7.100 -1.808 -5.483
H -4.338 -2.134 -5.842
C -0.880 3.530 -1.371
H -0.223 0.545 1.342
C -4.789 -0.765 -2.236
N -0.895 -6.785 -1.295
C -5.684 -1.333 -4.369
H 0.646 0.923 3.801
O -2.259 -1.127 -0.501
C 4.622 -2.601 -1.385
C 1.525 4.538 1.238
C 1.363 0.172 -2.028
H -0.145 -7.185 -1.846
```

Properties
LUMO level (eV): 2.3
HOMO (eV): -5.133
Multiplicity: 1
E_tot (hartree): -5657.3906
Maximum force (eV Å⁻¹): 2.6
Net charge: -1
Energy relative to the best compared isomer or geometry (same formula, charge and spin) (kcal per mole): 37.5

Computed, not measured: 2 unconnected molecules or ions with the total composition C9H14, with wB97M-V/def2-TZVPD.

XYZ file:
```
23
C9H14 | OMol25 | wB97M-V/def2-TZVPD
C 1.070 1.290 1.271
C -1.460 1.229 -2.657
H 0.561 1.106 -3.630
C 0.085 1.449 -2.687
H 1.516 2.310 1.360
H 1.645 -1.933 0.031
H -1.889 0.905 -1.703
H -1.719 0.418 -3.427
C -0.841 -0.276 1.449
H 2.756 0.346 0.290
H 0.565 1.173 -1.783
C -0.191 -1.315 0.762
H -1.921 2.144 -3.009
H -0.112 -3.553 0.900
H -1.774 -0.534 1.728
C 1.797 0.207 0.702
C 1.163 -1.046 0.483
H 0.333 2.518 -2.851
H -1.244 -2.695 -0.397
C -0.233 1.012 1.646
H -1.554 -2.924 1.201
C -0.733 -2.717 0.587
H -1.102 1.718 1.953
```

Properties
LUMO level (eV): 1.0
HOMO (eV): -9.055
SMILES: Cc1ccccc1.CC
Multiplicity: 1
E_tot (hartree): -351.2715
Maximum force (eV Å⁻¹): 4.3
Net charge: 0
Energy relative to the best compared isomer or geometry (same formula, charge and spin) (kcal per mole): 36.9

Question: Among the records above, which one has the highest multiplicity?
Answer: C43H43BF3N8O3SSbTi

Question: Which formula does entry 6 have?
Answer: C19H26N4OS2